No. 1
270
Properties=species:S:1:pos:R:3 method="wB97M-V/def2-TZVPD" spin_multiplicity=5 molar_mass_da=1640.869 homo_lumo_gap_ev="8.83 / 8.31" total_energy_ev=-235703.723
As -0.164 0.981 0.287
Fe 1.277 4.500 0.028
F 0.070 1.135 -1.468
F -0.856 -0.694 0.114
F -1.789 1.682 0.030
F 0.634 2.680 0.402
F 1.379 0.244 0.568
F -0.451 0.961 2.045
O -0.591 -1.185 -8.552
O 3.352 1.392 4.562
O 5.356 -1.844 -1.836
O 2.230 4.719 2.001
O -3.979 0.112 -3.845
O -3.886 -2.140 2.852
O -1.619 3.761 -3.429
O -2.691 3.601 5.505
O 3.307 4.036 0.383
O 7.591 2.243 1.647
O -5.646 -3.501 -1.761
O -0.219 -4.032 5.640
O 1.751 6.533 -0.493
O 1.296 -4.061 1.345
O 0.404 -3.349 -2.786
O 2.353 1.907 -3.020
O -5.837 3.354 2.349
N 0.663 3.900 -1.916
N -6.000 -0.503 -1.976
N 5.636 0.526 7.446
N 0.944 -0.428 -4.069
N -3.178 3.964 1.366
N -9.019 -4.487 -3.202
N 0.592 2.366 -9.028
N -1.919 0.610 4.510
N -0.473 5.326 0.838
N 2.735 -4.341 -1.080
N 2.280 -6.750 1.749
N -0.537 -7.039 7.590
N 7.285 -1.283 0.789
N 1.329 -5.936 -3.670
N 0.114 5.495 3.816
C 4.566 -2.952 -2.056
C 1.093 -2.702 1.645
C -0.756 -2.820 -2.253
C 4.550 4.007 2.446
C -0.677 0.112 -9.114
C -1.477 -2.113 -9.060
C 0.154 3.539 5.150
C -4.017 4.496 -0.805
C 6.300 1.091 5.244
C 2.718 -0.840 -5.729
C -4.581 -0.211 -0.049
C -5.627 3.439 0.969
C 3.777 0.663 5.760
C -4.824 0.187 -1.514
C 0.379 -2.717 5.717
C -0.607 6.553 0.064
C -4.402 4.370 0.656
C -4.745 -4.561 -1.494
C 0.723 7.328 0.057
C 6.828 0.014 1.048
C -1.803 7.362 0.655
C 5.175 1.207 6.292
C -7.792 -5.789 -1.609
C -0.392 3.990 -4.130
C 0.847 -6.396 1.965
C -3.640 -3.272 2.038
C -6.936 2.577 2.710
C -6.619 -3.771 -2.724
C 2.244 0.872 3.825
C 3.777 -3.351 -0.774
C -3.969 0.890 3.274
C 5.513 -0.072 1.782
C 0.247 -7.432 2.937
C 6.187 -1.458 -2.946
C -2.032 -6.265 5.913
C 1.440 -4.786 -4.538
C 7.912 0.834 1.807
C -2.902 -0.180 -4.766
C 3.021 7.195 -0.741
C 2.893 1.191 -1.894
C -2.702 3.346 -4.246
C 8.220 3.104 2.632
C 0.302 -3.804 -4.133
C 2.357 -0.258 -4.355
C 3.291 4.241 1.607
C -3.559 -0.081 -2.458
C -2.750 -1.316 3.220
C 1.956 4.824 -3.732
C -3.138 -0.110 4.050
C 2.627 1.256 -4.311
C 0.719 -4.867 2.332
C -0.012 -4.936 6.738
C 1.131 -5.297 -5.944
C 4.708 -3.920 0.339
C -0.748 4.424 4.220
C -7.969 -4.346 -2.181
C -0.608 -6.341 6.360
C -4.090 3.731 5.786
C -0.383 1.570 -7.005
C 0.219 1.107 -8.301
C -2.049 4.760 5.012
C 0.539 4.679 -3.106
H 2.278 3.896 -4.205
H -6.518 3.808 0.461
H 0.277 -2.943 -4.800
H -0.575 4.684 -4.950
H 1.393 1.030 4.487
H -2.221 1.453 4.979
H -0.598 -2.690 -1.182
H 4.802 4.880 3.048
H 1.076 3.071 -2.318
H -1.130 -6.603 8.282
H -3.278 0.244 -5.697
H -2.883 3.064 1.014
H 0.605 8.293 -0.435
H 3.344 -2.410 -0.433
H -2.401 -7.224 5.550
H -8.969 -3.704 -3.839
H 2.216 -3.904 -1.829
H -6.641 -2.791 -3.198
H -2.722 6.802 0.484
H 7.269 1.278 5.705
H -0.943 3.862 3.306
H -8.320 -3.597 -1.471
H 0.910 -7.543 3.795
H 0.217 -8.441 2.526
H -8.726 -5.251 -3.795
H -7.094 2.538 3.787
H -3.985 0.537 0.474
H -1.789 5.393 5.860
H -2.140 -2.010 3.799
H 5.578 -0.728 2.650
H 9.302 2.995 2.699
H -4.120 4.735 6.209
H 1.384 -4.519 -6.664
H 0.380 2.219 -6.576
H 2.732 5.105 -3.020
H 1.395 -2.108 0.783
H 2.347 -0.156 3.476
H -3.650 3.587 -1.282
H -6.866 1.548 2.356
H 6.358 1.017 7.955
H -5.832 -0.427 -2.970
H -0.363 0.240 -10.150
H 5.215 -3.747 -2.425
H -2.629 5.337 4.293
H 2.959 -0.686 -3.554
H -0.037 -2.168 4.872
H 1.748 -2.411 2.466
H -7.140 -6.386 -2.247
H 1.193 2.918 -8.432
H 3.878 -0.408 5.587
H -4.278 1.589 4.052
H -3.507 3.773 2.301
H 3.708 1.392 -4.341
H 1.987 5.501 -4.585
H 7.857 3.080 3.660
H 5.178 -4.820 -0.057
H 0.137 -2.213 6.653
H -0.930 6.322 -0.951
H -0.698 -7.052 3.325
H -0.173 2.502 5.081
H -7.895 3.036 2.467
H 0.354 -6.097 -3.461
H -2.510 -1.875 -8.806
H -2.180 -0.919 2.380
H -1.602 7.621 1.695
H 6.117 1.663 4.334
H 8.041 4.124 2.292
H 4.708 -0.564 1.236
H -5.540 -0.355 0.448
H 0.387 6.036 4.624
H 1.041 7.628 1.055
H 2.032 -4.295 -0.356
H -3.736 -0.441 4.899
H 8.892 0.719 1.344
H 2.739 1.702 -0.944
H -2.360 2.561 -4.920
H 0.987 5.123 3.471
H 5.156 0.912 2.085
H -3.947 -1.097 -0.068
H -2.786 0.652 -2.227
H -4.712 5.376 0.937
H -2.070 -5.639 5.022
H -5.122 1.235 -1.505
H 4.115 -4.050 1.244
H 3.017 0.735 6.538
H 3.643 7.260 0.151
H -3.115 4.149 -4.855
H 6.336 0.050 4.923
H 7.951 0.474 2.835
H 3.450 6.426 -1.383
H -1.543 -3.572 -2.204
H -1.704 0.449 -8.976
H 5.681 -1.241 -3.886
H 0.403 -6.622 0.995
H -0.028 3.044 -4.530
H -1.344 2.085 -7.021
H -1.057 -7.888 7.418
H 3.963 1.009 -1.996
H -6.285 -4.460 -3.499
H 2.051 1.484 2.944
H 4.416 3.175 3.137
H -1.369 -2.216 -10.140
H -4.870 4.854 -1.382
H -0.427 -4.465 7.629
H 0.062 -5.421 -6.116
H 6.768 0.530 0.090
H -1.541 0.988 3.653
H 7.049 -2.080 -3.189
H 2.220 1.786 -5.172
H 1.061 -5.042 6.894
H -3.277 5.287 -0.928
H 1.753 -6.135 -6.258
H 0.670 -1.317 -3.676
H -3.196 -1.107 -2.397
H -0.022 -6.725 5.525
H -1.421 4.978 0.832
H -4.531 -3.859 1.812
H 2.295 -1.843 -5.784
H -2.929 -3.917 2.554
H -4.659 3.814 4.859
H -3.526 1.336 2.384
H -2.707 -5.889 6.682
H -4.501 -5.153 -2.377
H -7.345 -5.805 -0.615
H -5.139 -5.246 -0.743
H 8.217 -1.185 0.410
H -3.554 3.014 -3.652
H 0.147 3.878 6.186
H 2.449 -4.387 -4.646
H -0.317 3.655 -1.892
H 4.884 0.447 8.114
H -5.482 2.411 0.636
H -4.874 0.330 3.040
H 1.202 3.512 4.852
H 1.637 -5.771 -2.722
H 1.149 0.581 -8.086
H 0.074 -2.357 1.824
H -1.163 -3.070 -8.643
H 2.533 -5.920 1.232
H 2.960 8.180 -1.204
H 5.480 3.803 1.915
H -3.809 -4.133 -1.134
H 2.206 -7.558 1.147
H 3.863 -2.646 -2.830
H -0.306 -4.569 2.550
H -1.748 8.312 0.124
H 2.398 0.220 -1.868
H -0.464 5.592 1.812
H 5.457 -3.144 0.498
H -1.016 -1.902 -2.779
H 0.738 0.244 -3.344
H -2.013 0.360 -4.441
H -3.298 -2.939 1.058
H 2.190 -0.282 -6.503
H -2.660 -1.238 -4.870
H 0.078 5.639 -2.873
H 1.356 -4.840 3.216
H -8.760 -6.291 -1.590
H -5.810 -1.492 -1.896
H 1.468 -2.754 5.718
H 6.667 -0.533 -2.628
H 6.634 -1.578 0.075
H -4.504 3.096 6.569
H 4.988 2.256 6.523
H -0.484 0.737 -6.311
H 3.786 -0.755 -5.932
H -0.652 -4.294 -4.329
H 1.097 2.194 -9.885

No. 2
94
Properties=species:S:1:pos:R:3 method="wB97M-V/def2-TZVPD" spin_multiplicity=5 molar_mass_da=724.238 homo_lumo_gap_ev="5.32 / 5.89" charge=-1 total_energy_ev=-116749.251
Fe -0.373 -0.215 0.179
Cl -2.604 0.091 0.064
S -2.820 -2.512 1.257
S -1.604 -4.088 3.350
O -0.263 0.270 -1.673
O 1.432 -0.790 0.680
N -0.622 -0.507 2.150
N -0.742 -1.658 2.865
N -0.344 -1.959 -0.640
N -0.044 1.614 0.816
C -2.200 -4.070 -5.935
C 2.062 -4.727 -0.297
C 2.337 -6.151 -0.785
C -0.522 -5.039 2.255
C -0.973 -1.935 -1.889
C 2.911 -1.536 3.209
C 4.405 -0.922 1.293
C -1.599 -2.981 -2.531
C 3.557 -6.778 -0.111
C -1.581 -2.540 2.469
C -0.013 1.739 2.181
C 0.678 -2.756 -0.306
C 2.584 -6.125 -2.299
C 0.122 2.686 0.041
C -1.423 -0.404 -3.702
C -0.888 2.112 -3.636
C -1.458 0.941 -4.435
C -2.871 -3.860 -4.571
C 1.124 -7.043 -0.491
C 0.248 3.007 2.763
C -2.138 -2.771 -3.795
C -0.874 -0.630 -2.428
C -0.657 0.827 -5.740
C 2.742 -2.770 1.044
C 1.625 -2.059 0.518
C 3.697 -2.080 2.010
C 2.915 -4.071 0.622
C 4.766 -3.037 2.538
C -4.331 -3.444 -4.787
C -0.282 0.560 2.878
C 0.430 4.089 1.955
C 0.957 -4.058 -0.763
C -2.019 -1.494 -4.336
C 0.360 3.941 0.551
C -2.918 1.293 -4.765
C -2.858 -5.195 -3.826
H -1.153 -4.348 -5.809
H -2.703 -4.863 -6.491
H 5.041 -0.382 1.999
H -2.233 -3.164 -6.538
H 3.688 -7.799 -0.474
H -4.878 -4.226 -5.319
H 1.738 -5.692 -2.829
H 2.171 -0.804 2.899
H 0.390 0.605 -5.526
H 3.684 -0.225 0.874
H -3.398 -5.945 -4.407
H -2.443 -1.325 -5.318
H 3.465 -5.527 -2.534
H 0.623 5.062 2.389
H 3.762 -4.617 1.002
H 2.743 -7.137 -2.677
H -1.042 0.035 -6.383
H 2.388 -2.339 3.730
H 0.067 2.491 -1.019
H -3.520 1.298 -3.857
H -1.444 2.266 -2.714
H -1.841 -5.557 -3.672
H 0.907 -7.060 0.577
H -0.513 -6.061 2.634
H 5.394 -2.507 3.256
H 0.493 4.780 -0.115
H -0.910 -5.037 1.239
H 4.325 -3.893 3.050
H 3.440 -6.821 0.972
H -1.694 -3.926 -2.018
H 5.036 -1.300 0.486
H -2.970 2.286 -5.219
H 4.470 -6.226 -0.334
H 0.488 -4.635 2.263
H 0.285 3.094 3.840
H -4.398 -2.526 -5.371
H 0.281 -4.518 -1.469
H -0.965 3.014 -4.249
H -0.702 1.766 -6.294
H -0.254 0.493 3.957
H 1.318 -8.066 -0.820
H 0.232 -6.688 -1.005
H -4.823 -3.265 -3.831
H 5.414 -3.407 1.743
H -3.365 0.585 -5.462
H -3.342 -5.116 -2.853
H 3.602 -1.061 3.910
H 0.155 1.952 -3.373